5
Properties=species:S:1:pos:R:3:forces:R:3 method="wB97M-V/def2-TZVPD" e_tot_ha=-772.35509 orbital_gap_ev="6.5 / 6.5" largest_force_ev_per_a=2.78
C -0.596004 -1.614995 1.045065 -0.8 -2.6 0.6
C -1.073216 -3.999870 0.514512 0.4 2.5 0.4
S 0.063453 -1.163379 -0.360504 0.5 0.0 -0.9
I 0.854625 -4.535562 0.828196 0.0 -0.1 0.1
H 0.744945 -0.062269 0.055773 -0.2 0.2 -0.1